P:
Below is a structure of composition C17H19ClN4O5S7SbW, with properties calculated with ωB97M-V with the def2-TZVPD basis set.

## Properties
**Kohn-Sham gap (alpha / beta)**: 5.71 / 4.98 eV
**E_LUMO (alpha / beta)**: 3.92 / 3.01 eV
**HOMO level (alpha / beta)**: -1.79 / -1.98 eV
**Charge**: -2
**2S+1**: 4

Atoms and positions in Å:
W -0.687 0.499 -0.370
S -1.294 -1.082 1.676
C -2.212 -0.078 2.720
C -2.398 -0.528 4.072
N -2.485 -0.846 5.177
C -2.748 1.111 2.325
S -2.045 2.020 1.009
C -3.827 1.713 3.038
N -4.700 2.212 3.602
S -1.692 4.182 -3.986
Sb -1.689 2.605 -2.270
S 0.103 2.874 -0.717
S -0.594 0.586 -2.876
N 0.943 0.555 0.905
C 1.796 0.378 1.660
N 2.510 0.487 2.754
C 3.806 -0.129 2.962
C 3.808 -0.760 4.345
O 3.473 0.192 5.343
C 2.169 0.727 5.125
C 2.094 1.436 3.787
H 4.591 0.635 2.909
H 3.983 -0.875 2.188
H 4.800 -1.139 4.592
H 3.088 -1.588 4.368
H 1.974 1.421 5.941
H 1.429 -0.081 5.156
H 2.775 2.295 3.775
H 1.084 1.783 3.572
O 1.193 -3.343 -1.810
Cl 0.972 -2.614 -0.602
O 2.189 -1.988 -0.157
O 0.434 -3.447 0.420
O -0.031 -1.564 -0.928
S -3.102 -0.271 -0.907
C -3.045 -2.001 -1.276
C -3.488 -2.924 -0.329
C -3.405 -4.287 -0.574
C -2.883 -4.754 -1.772
C -2.474 -3.840 -2.737
C -2.565 -2.479 -2.497
H -3.880 -2.556 0.610
H -3.733 -4.988 0.185
H -2.782 -5.819 -1.948
H -2.063 -4.191 -3.676
H -2.235 -1.763 -3.238
C 4.078 0.770 -0.867
S 2.628 0.747 -1.934
C 3.166 -0.522 -3.088
H 4.211 -0.198 -0.377
H 3.903 1.535 -0.108
H 4.985 1.030 -1.419
H 4.114 -0.247 -3.557
H 2.395 -0.591 -3.854
H 3.261 -1.487 -2.589

***

Q:
Below is a structure of composition C17H19ClN4O5S7SbW, with properties calculated with ωB97M-V with the def2-TZVPD basis set.

## Properties
**Kohn-Sham gap (alpha / beta)**: 5.76 / 4.30 eV
**E_LUMO (alpha / beta)**: 3.97 / 2.01 eV
**HOMO level (alpha / beta)**: -1.79 / -2.29 eV
**Charge**: -2
**2S+1**: 4

Atoms and positions in Å:
W 0.136 -0.288 -0.604
S -1.308 -2.424 -0.502
C -1.065 -3.207 -1.975
C -1.899 -4.346 -2.240
N -2.564 -5.263 -2.445
C -0.108 -2.836 -2.924
S 0.928 -1.523 -2.729
C 0.027 -3.619 -4.121
N 0.159 -4.244 -5.079
S 2.675 4.103 0.635
Sb 2.286 1.868 0.847
S 2.085 0.922 -1.413
S -0.239 1.453 0.830
N 1.470 -1.472 0.602
C 2.091 -1.920 1.468
N 2.805 -2.381 2.453
C 2.434 -3.625 3.150
C 2.324 -3.383 4.646
O 3.514 -2.746 5.124
C 3.618 -1.451 4.550
C 3.857 -1.566 3.056
H 3.226 -4.356 2.956
H 1.492 -3.993 2.746
H 2.232 -4.335 5.169
H 1.455 -2.772 4.853
H 4.477 -0.969 5.016
H 2.707 -0.871 4.746
H 4.822 -2.050 2.873
H 3.847 -0.587 2.574
O -0.960 -3.256 3.547
Cl -1.187 -1.822 3.521
O -2.097 -1.462 4.574
O 0.085 -1.151 3.719
O -1.734 -1.451 2.240
S -1.597 0.431 -2.182
C -2.923 1.155 -1.250
C -3.345 0.675 -0.011
C -4.383 1.296 0.665
C -5.030 2.394 0.113
C -4.618 2.872 -1.124
C -3.572 2.260 -1.799
H -2.844 -0.168 0.446
H -4.673 0.922 1.639
H -5.837 2.880 0.647
H -5.102 3.739 -1.561
H -3.232 2.648 -2.751
C 2.782 2.418 -4.866
S 1.337 1.380 -5.132
C 0.789 2.053 -6.711
H 3.545 2.245 -5.626
H 3.174 2.153 -3.885
H 2.503 3.472 -4.849
H 0.630 3.130 -6.640
H -0.161 1.577 -6.951
H 1.499 1.844 -7.513

***

Most stable one: Q, least stable one: P.

***

P:
Below is a cluster of 2 separate species, C3H8O3S in total, with properties calculated with ωB97M-V with the def2-TZVPD basis set.

## Properties
**Kohn-Sham gap**: 9.87 eV
**E_LUMO**: 0.50 eV
**SMILES**: O=C(O)CCS.O
**HOMO level**: -9.37 eV
**Charge**: 0

Atoms and positions in Å:
O -0.206 -1.615 1.468
C -0.043 -1.798 0.293
O 0.824 -2.705 -0.168
C -0.755 -1.162 -0.866
C -1.596 0.064 -0.517
S -0.841 1.650 -1.117
H 1.300 -3.108 0.533
H -0.039 -0.916 -1.655
H -1.350 -1.898 -1.414
H -1.568 0.187 0.566
H -2.635 -0.015 -0.811
H -0.250 1.921 0.061
O 2.301 3.251 1.589
H 2.811 2.466 1.290
H 2.049 3.680 0.749

***

Q:
Below is a cluster of 2 separate species, C3H8O3S in total, with properties calculated with ωB97M-V with the def2-TZVPD basis set.

## Properties
**Kohn-Sham gap**: 9.66 eV
**E_LUMO**: 0.41 eV
**SMILES**: O=C(O)CCS.O
**HOMO level**: -9.25 eV
**Charge**: 0

Atoms and positions in Å:
O -0.691 2.193 -0.325
C -0.094 1.147 -0.084
O 0.976 0.676 -0.771
C -0.440 0.116 1.107
C -1.431 0.709 2.070
S -2.076 -0.492 3.287
H 1.092 1.465 -1.368
H 0.585 -0.109 1.617
H -0.924 -0.709 0.546
H -0.876 1.504 2.589
H -2.310 1.113 1.600
H -0.960 -1.317 3.486
O 2.274 -2.446 -4.564
H 2.027 -1.803 -5.233
H 2.849 -2.048 -3.957

***

Most stable one: P, least stable one: Q.

***

P:
Below is a cluster of 3 separate species, C6H17N2 in total, with properties calculated with ωB97M-V with the def2-TZVPD basis set.

## Properties
**Kohn-Sham gap**: 6.21 eV
**E_LUMO**: -6.50 eV
**HOMO level**: -12.71 eV
**Charge**: +1

Atoms and positions in Å:
C -2.561 -0.615 1.394
N 0.211 -0.611 -1.812
C 0.398 0.254 -0.600
C 1.648 1.087 -0.575
C 2.909 0.357 -0.167
C 3.215 0.465 1.336
C -3.185 -0.237 0.223
N -3.692 -1.272 -0.584
H -2.072 0.105 2.044
H -2.675 -1.620 1.788
H 1.033 -1.203 -1.934
H 0.405 -0.502 0.198
H -0.582 0.759 -0.573
H 1.749 1.713 -1.474
H 1.420 1.939 0.099
H 3.831 0.652 -0.672
H 2.799 -0.715 -0.361
H 3.237 1.505 1.708
H 2.365 0.075 1.917
H 4.096 -0.104 1.597
H -3.164 0.817 -0.069
H -4.415 -0.323 1.529
H 0.239 0.014 -2.610
H -4.342 -0.939 -1.285
H -2.868 -1.602 -1.120

***

Q:
Below is a cluster of 2 separate species, C6H17N2 in total, with properties calculated with ωB97M-V with the def2-TZVPD basis set.

## Properties
**Kohn-Sham gap**: 5.09 eV
**E_LUMO**: -7.36 eV
**HOMO level**: -12.45 eV
**Charge**: +1

Atoms and positions in Å:
N 3.664 -1.227 -2.306
C 0.065 0.686 -0.236
C 0.780 0.737 1.061
C 2.294 0.374 1.244
C -0.834 -0.445 -0.585
N -2.375 -0.425 -0.221
C -3.012 0.894 -0.656
C -2.398 -0.511 1.275
H 4.403 -1.623 -1.734
H 2.741 -1.088 -1.832
H 3.560 -1.542 -3.242
H -0.048 1.573 -0.869
H 0.785 1.814 1.452
H 0.302 0.295 1.954
H 2.531 -0.591 0.787
H 2.581 0.442 2.375
H 2.878 1.081 0.689
H -0.760 -0.866 -1.650
H -0.524 -1.358 0.018
H -3.007 0.857 -1.756
H -4.025 0.860 -0.473
H -2.385 1.682 -0.285
H -1.855 -1.490 1.569
H -1.998 0.357 1.751
H -3.364 -0.484 1.670

***

R:
Below is the ion C6H17N2 with charge +1, with properties calculated with ωB97M-V with the def2-TZVPD basis set.

## Properties
**Kohn-Sham gap**: 9.34 eV
**E_LUMO**: -3.46 eV
**SMILES**: CC(C)N(C)CC[NH3+]
**HOMO level**: -12.80 eV
**Charge**: +1

Atoms and positions in Å:
C -1.175 -2.093 0.386
C -0.071 -1.470 -0.462
C 1.317 -2.080 -0.213
N -0.024 -0.014 -0.398
C -1.149 0.593 -1.107
C 0.121 0.489 0.950
C 0.515 1.986 1.040
N 0.870 2.584 -0.294
H -1.193 -1.845 1.454
H -2.158 -1.901 -0.023
H -1.155 -3.193 0.492
H -0.345 -1.826 -1.465
H 1.956 -1.495 0.457
H 1.847 -1.969 -1.168
H 1.286 -3.125 0.063
H -2.100 0.611 -0.543
H -1.012 1.620 -1.446
H -1.351 -0.033 -1.955
H 0.836 -0.068 1.532
H -0.805 0.379 1.531
H -0.325 2.525 1.468
H 1.402 2.129 1.617
H 0.600 3.571 -0.326
H 1.813 2.443 -0.612
H 0.298 2.184 -0.980

***

S:
Below is the ion C6H17N2 with charge +1, with properties calculated with ωB97M-V with the def2-TZVPD basis set.

## Properties
**Kohn-Sham gap**: 10.15 eV
**E_LUMO**: -3.16 eV
**SMILES**: CCC[C@@H]([NH3+])CNC
**HOMO level**: -13.31 eV
**Charge**: +1

Atoms and positions in Å:
C 2.779 -1.441 -1.782
C 2.040 -0.278 -1.144
C 0.512 -0.420 -1.347
C -0.227 0.331 -0.256
N -1.636 0.679 -0.777
C -0.425 -0.417 1.057
N -1.587 0.091 1.772
C -1.371 1.342 2.499
H 2.567 -2.373 -1.250
H 2.491 -1.559 -2.819
H 3.860 -1.313 -1.731
H 2.215 -0.286 -0.070
H 2.377 0.674 -1.563
H 0.241 -1.465 -1.254
H 0.306 -0.041 -2.349
H 0.194 1.316 -0.076
H -2.098 -0.191 -1.045
H -1.517 1.229 -1.632
H -2.195 1.154 -0.069
H -0.572 -1.465 0.844
H 0.478 -0.362 1.666
H -2.005 -0.605 2.366
H -1.475 1.236 3.582
H -2.066 2.136 2.178
H -0.374 1.799 2.388

***

Most stable one: S, least stable one: Q.

***

P:
Below is a structure of composition C6H18B2BeF8O6, with properties calculated with ωB97M-V with the def2-TZVPD basis set.

## Properties
**Kohn-Sham gap**: 9.86 eV
**E_LUMO**: -0.59 eV
**HOMO level**: -10.45 eV
**Charge**: 0

Atoms and positions in Å:
Be -0.400 0.369 0.152
B -1.707 2.062 -1.663
F -2.577 1.549 -0.671
F -0.856 1.021 -2.129
F -2.369 2.702 -2.659
F -0.764 2.873 -0.951
B 1.349 -1.573 1.668
F 1.082 -2.206 2.872
F 1.208 -0.181 1.877
F 2.589 -1.889 1.124
F 0.381 -1.908 0.681
C 1.183 3.083 1.179
C 0.154 2.740 2.223
O -1.061 2.289 1.650
O 1.646 1.894 0.557
H 2.016 3.636 1.631
H 0.851 3.818 0.439
H -0.041 3.628 2.833
H 0.643 2.010 2.868
H -1.503 3.044 1.246
H 2.604 1.914 0.547
C -2.395 -1.387 1.358
C -2.830 -1.433 -0.071
O -1.601 -1.624 -0.773
O -2.018 -0.038 1.601
H -1.603 -2.110 1.556
H -3.202 -1.728 2.023
H -3.179 -0.437 -0.354
H -3.577 -2.097 -0.506
H -1.361 -2.539 -0.934
H -1.858 0.049 2.548
C 1.898 -2.465 -2.341
C 1.338 -1.076 -2.536
O 1.341 -0.392 -1.298
O 3.232 -2.357 -1.952
H 1.740 -2.964 -3.313
H 1.276 -3.066 -1.668
H 0.479 -1.006 -3.195
H 2.107 -0.599 -3.166
H 2.225 -0.448 -0.914
H 3.560 -3.157 -1.537

***

Q:
Below is a structure of composition C6H18B2BeF8O6, with properties calculated with ωB97M-V with the def2-TZVPD basis set.

## Properties
**Kohn-Sham gap**: 10.15 eV
**E_LUMO**: -0.45 eV
**HOMO level**: -10.60 eV
**Charge**: 0

Atoms and positions in Å:
Be -0.228 -0.314 -0.014
B 2.915 -1.480 -0.675
F 3.020 -2.061 -1.930
F 1.922 -0.425 -0.805
F 2.523 -2.502 0.206
F 4.082 -0.875 -0.309
B -2.554 1.502 0.386
F -2.645 2.868 0.333
F -2.106 0.890 -0.840
F -1.603 1.081 1.323
F -3.730 0.832 0.723
C 0.153 3.370 -0.001
C 1.330 4.347 -0.102
O 1.959 4.894 1.065
O 0.658 1.970 0.006
H -0.597 3.453 -0.781
H -0.412 3.558 0.912
H 0.897 5.249 -0.548
H 2.034 4.005 -0.858
H 1.334 5.494 1.480
H 1.540 1.952 0.393
C -1.156 -1.924 2.838
C 0.304 -2.326 2.612
O 0.821 -1.288 1.724
O -1.747 -1.703 1.577
H -1.333 -0.998 3.394
H -1.704 -2.598 3.501
H 0.315 -3.359 2.269
H 0.933 -2.156 3.486
H 1.692 -1.569 1.408
H -2.594 -2.155 1.541
C -0.266 -2.539 -2.258
C -0.788 -1.312 -2.990
O -0.195 -0.234 -2.256
O -0.820 -2.544 -0.961
H 0.815 -2.593 -2.130
H -0.446 -3.365 -2.953
H -1.883 -1.322 -2.977
H -0.544 -1.253 -4.053
H -0.318 0.569 -2.775
H -1.576 -3.140 -0.960

***

Most stable one: Q, least stable one: P.